# 1
This record from OMol25 describes C6H9NO in the gas phase. The level of theory is ωB97M-V/def2-TZVPD.

Last column: natural (NBO) charge in e.
Positions of all 17 atoms, in Å:
O1 -0.803 2.344 -0.696  -0.52
N1 -0.859 -0.680 -0.523  -0.41
C1 -2.169 -0.310 -0.040  -0.19
C2 0.356 -1.418 -0.270  -0.20
C3 1.499 -0.187 -0.366  -0.37
C4 -1.048 0.372 0.528  -0.21
C5 -0.278 1.541 0.114  0.57
C6 1.189 1.168 0.331  -0.52
H1 -2.760 -0.998 0.743  0.19
H2 -2.685 0.115 -0.869  0.23
H3 0.407 -1.943 0.755  0.16
H4 0.563 -2.229 -1.015  0.21
H5 -0.889 -0.021 1.543  0.18
H6 1.505 1.039 1.346  0.23
H7 2.426 -0.530 0.042  0.21
H8 2.046 1.805 -0.084  0.24
H9 1.501 -0.069 -1.540  0.22

Its max |F| is 0.079 Eh/bohr. Its SMILES is O=C1CCCN2C[C@H]12. As for the frontier orbital gap: 9.874 eV. The value obtained for the HOMO energy is -8.936 eV. As for the energy relative to the best compared isomer or geometry (same formula, charge and spin): 3.851 eV.

=====

# 2
This record from OMol25 describes C7H10 in the gas phase. The level of theory is ωB97M-V/def2-TZVPD.

Last column: natural (NBO) charge in e.
Positions of all 17 atoms, in Å:
C1 1.171 0.757 0.613  0.05
C2 2.019 1.512 1.306  -0.48
C3 -0.136 0.183 -1.089  -0.20
C4 1.038 -0.379 -0.333  -0.25
C5 -0.216 0.181 0.401  -0.02
C6 -1.263 -0.303 1.320  -0.63
C7 -1.008 -0.868 -1.842  -0.63
H1 -1.332 -1.640 -1.122  0.21
H2 -1.913 -0.351 -2.298  0.22
H3 0.008 1.089 -1.578  0.19
H4 -0.651 -0.965 2.103  0.22
H5 -1.693 0.501 1.939  0.23
H6 1.708 2.167 1.997  0.19
H7 3.126 1.654 1.081  0.21
H8 -0.370 -1.329 -2.679  0.22
H9 1.564 -1.310 -0.627  0.24
H10 -2.052 -0.899 0.810  0.23

Its max |F| is 0.074 Eh/bohr. Its SMILES is C=C1[C@@H]2[C@@H](C)[C@]12C. As for the frontier orbital gap: 9.423 eV. The value obtained for the HOMO energy is -8.327 eV. As for the energy relative to the best compared isomer or geometry (same formula, charge and spin): 3.597 eV.

=====

# 3
This record from OMol25 describes a molecular structure, C4H8N2O2. The level of theory is ωB97M-V/def2-TZVPD.

Last column: natural (NBO) charge in e.
Positions of all 16 atoms, in Å:
O1 1.323 0.069 -1.310  -0.69
O2 -1.284 -0.920 1.120  -0.54
N1 1.409 -1.698 0.261  -0.84
N2 -1.771 -0.120 -1.151  -0.85
C1 -0.892 -0.445 -0.085  0.28
C2 -0.011 0.417 0.653  0.27
C3 0.703 -0.555 -0.213  0.34
C4 0.109 1.852 0.940  -0.69
H1 1.096 2.123 1.320  0.23
H2 -0.663 2.139 1.659  0.26
H3 2.281 -0.016 -1.189  0.49
H4 -0.076 2.425 0.024  0.26
H5 -2.725 0.024 -0.841  0.37
H6 1.335 -2.451 -0.419  0.37
H7 0.980 -2.028 1.121  0.39
H8 -1.814 -0.814 -1.889  0.37

Its max |F| is 0.058 Eh/bohr. As for the frontier orbital gap: 8.194 eV. The value obtained for the HOMO energy is -8.052 eV. As for the energy relative to the best compared isomer or geometry (same formula, charge and spin): 5.370 eV.

=====

# 4
This record from OMol25 describes 9 unconnected molecules or ions with the total composition C22H19Cl32F6NO4. The level of theory is ωB97M-V/def2-TZVPD.

Last column: Löwdin charge in e.
Positions of all 84 atoms, in Å:
Cl1 7.974 -1.378 -0.813  0.51
Cl2 11.664 1.890 3.662  0.52
Cl3 2.435 -3.113 5.408  0.51
Cl4 3.340 -3.254 -0.240  0.47
Cl5 -8.114 -0.018 7.135  0.52
Cl6 3.679 1.830 0.179  0.53
Cl7 9.510 0.725 5.194  0.52
Cl8 8.488 0.701 -2.753  0.53
Cl9 2.195 -0.613 -0.257  0.52
Cl10 7.605 1.390 -0.090  0.49
Cl11 2.045 0.731 2.295  0.54
Cl12 2.305 -5.306 7.286  0.53
Cl13 -1.081 0.513 6.697  0.50
Cl14 -0.278 -2.154 7.448  0.48
Cl15 -2.025 -1.543 1.751  0.63
Cl16 -7.074 -2.160 8.771  0.52
Cl17 -5.424 -0.985 6.713  0.49
Cl18 -2.534 -0.906 8.743  0.51
Cl19 -0.443 -1.842 4.140  0.46
Cl20 4.492 -0.589 1.522  0.52
Cl21 3.812 -5.606 1.370  0.50
Cl22 0.148 0.046 9.274  0.53
Cl23 9.542 0.465 2.317  0.49
Cl24 2.440 -5.836 4.449  0.51
Cl25 -2.874 -0.271 4.209  0.50
Cl26 9.013 3.031 3.526  0.52
Cl27 0.035 -4.721 5.597  0.48
Cl28 -3.015 -3.143 3.944  0.54
Cl29 5.961 -4.468 -0.190  0.51
Cl30 -6.057 0.525 9.090  0.51
Cl31 3.773 -5.815 -1.512  0.53
Cl32 5.778 0.128 -1.932  0.51
F1 0.488 -1.271 -4.446  0.15
F2 0.195 1.678 -1.103  -0.04
F3 -0.496 1.423 -6.418  0.19
F4 -0.384 -0.554 -7.156  0.16
F5 -1.542 -1.162 -5.099  0.17
F6 1.322 0.287 -6.260  0.19
O1 -3.448 1.994 -1.595  -0.12
O2 -0.822 -0.398 -2.547  0.11
O3 -2.913 0.022 -2.985  0.10
O4 -2.393 -1.492 -1.405  0.22
N1 -2.810 1.442 -4.811  0.13
C1 -0.708 0.560 -3.597  -0.20
C2 -0.935 -0.626 8.044  -2.02
C3 -2.157 1.107 -3.558  -0.27
C4 1.803 -4.744 5.686  -2.03
C5 -3.672 0.879 0.581  -0.09
C6 -4.332 -0.181 -5.874  -0.01
C7 0.009 0.246 -6.157  -0.59
C8 7.461 0.211 -1.399  -2.04
C9 -0.481 -0.412 -4.824  -0.37
C10 -2.928 1.940 -0.282  -0.24
C11 -3.997 1.034 -5.013  -0.33
C12 0.684 3.734 -2.304  -0.03
C13 -6.667 -0.660 7.926  -2.05
C14 9.933 1.526 3.675  -2.05
C15 4.220 -4.786 -0.144  -2.03
C16 -5.243 1.745 -4.475  -0.01
C17 -2.098 -0.738 -2.208  -0.54
C18 3.104 0.336 0.936  -2.00
C19 -2.088 -1.698 3.510  -1.97
C20 0.490 1.504 -3.566  -0.01
C21 -2.472 2.335 -2.554  -0.08
C22 0.842 2.186 -2.211  -0.36
H1 -4.565 0.483 0.087  0.09
H2 -5.766 2.161 -5.352  0.09
H3 0.032 4.048 -3.125  0.08
H4 -1.863 1.680 -0.231  0.10
H5 -4.975 2.607 -3.860  0.07
H6 -5.917 1.057 -3.952  0.10
H7 0.414 2.294 -4.319  0.13
H8 1.648 4.247 -2.276  0.08
H9 -3.856 1.246 1.596  0.06
H10 -3.490 -0.501 -6.488  0.07
H11 -2.904 3.130 -3.170  0.12
H12 -5.133 0.119 -6.573  0.08
H13 -2.976 0.026 0.695  -0.06
H14 1.366 0.913 -3.866  0.13
H15 -1.587 2.767 -2.070  0.09
H16 1.916 2.038 -2.048  0.09
H17 -4.754 -0.961 -5.229  0.10
H18 0.161 4.026 -1.377  0.09
H19 -3.034 2.900 0.257  0.12

Its max |F| is 0.114 Eh/bohr. Its SMILES is CCOC[C@]1(N=C(C)C)OC(=O)O[C@@]1(C[C@@H](C)F)C(F)(F)C(F)(F)F.ClC(Cl)(Cl)Cl.ClC(Cl)(Cl)Cl.ClC(Cl)(Cl)Cl.ClC(Cl)(Cl)Cl.ClC(Cl)(Cl)Cl.ClC(Cl)(Cl)Cl.ClC(Cl)(Cl)Cl.ClC(Cl)(Cl)Cl. As for the frontier orbital gap: 8.113 eV. The value obtained for the HOMO energy is -8.088 eV.

=====

# 5
This record from OMol25 describes 4 unconnected molecules or ions with the total composition C14H31BN6O2PS. The level of theory is ωB97M-V/def2-TZVPD.

Last column: natural (NBO) charge in e.
Positions of all 56 atoms, in Å:
S1 3.124 -1.943 -1.911  -0.48
P1 1.961 -0.629 -1.032  0.92
O1 -3.369 -1.085 2.826  -0.91
O2 -4.093 0.382 0.940  -0.91
N1 -0.804 0.129 0.561  -0.48
N2 -1.571 2.046 -2.408  -0.41
N3 1.177 0.227 3.742  -0.43
N4 0.358 -1.366 -0.883  -0.94
N5 -0.394 -2.133 1.329  -0.81
N6 4.711 -6.143 -6.900  -0.33
C1 -1.530 0.523 1.795  -0.63
C2 2.030 -6.019 -4.672  -0.38
C3 -1.673 3.121 -1.974  0.34
C4 -0.298 -1.072 0.378  0.72
C5 2.077 3.844 4.041  -0.61
C6 2.739 -4.844 -4.007  -0.62
C7 0.909 3.490 4.957  -0.38
C8 3.961 -6.569 -6.123  0.28
C9 1.060 2.113 5.610  -0.51
C10 1.126 1.052 4.560  0.36
C11 -2.836 4.517 -0.288  -0.38
C12 -4.227 4.087 -0.744  -0.62
C13 -1.805 4.502 -1.420  -0.51
C14 2.995 -7.118 -5.124  -0.50
B1 -3.062 -0.079 1.835  1.20
H1 1.461 -5.651 -5.530  0.21
H2 1.310 -6.445 -3.968  0.20
H3 -4.231 3.056 -1.107  0.21
H4 -0.258 -1.159 -1.678  0.44
H5 -4.932 4.141 0.087  0.23
H6 -2.894 5.527 0.126  0.23
H7 3.310 -5.174 -3.134  0.20
H8 -2.508 3.856 0.521  0.19
H9 -3.301 -1.924 2.329  0.49
H10 -1.184 -2.751 1.140  0.42
H11 -1.666 1.653 1.733  0.26
H12 -2.106 5.180 -2.223  0.26
H13 0.210 1.911 6.264  0.26
H14 2.013 -4.100 -3.675  0.21
H15 2.156 3.148 3.202  0.20
H16 0.829 4.247 5.740  0.23
H17 1.941 4.843 3.622  0.22
H18 -0.959 0.335 2.757  0.28
H19 3.551 -7.516 -4.272  0.24
H20 -0.365 -1.801 2.297  0.43
H21 -3.909 -0.112 0.112  0.50
H22 -0.831 4.829 -1.048  0.26
H23 2.459 -0.381 0.281  0.02
H24 3.022 3.831 4.589  0.22
H25 2.441 -7.941 -5.581  0.25
H26 1.969 2.072 6.214  0.26
H27 3.423 -4.344 -4.696  0.22
H28 1.807 0.547 -1.832  0.01
H29 -0.019 3.525 4.379  0.20
H30 -0.711 0.830 -0.194  0.46
H31 -4.594 4.735 -1.544  0.22

Its net charge is +1. Its max |F| is 0.073 Eh/bohr. As for the frontier orbital gap: 7.347 eV. The value obtained for the HOMO energy is -11.601 eV. As for the energy relative to the best compared isomer or geometry (same formula, charge and spin): 1.073 eV.

=====

# 6
This record from OMol25 describes C4H7NO2 in the gas phase. The level of theory is ωB97M-V/def2-TZVPD.

Last column: natural (NBO) charge in e.
Positions of all 14 atoms, in Å:
O1 0.088 1.037 -0.231  -0.50
O2 -0.451 -1.289 -2.908  -0.52
N1 -0.504 -1.033 0.459  -0.73
C1 0.018 0.087 0.753  0.58
C2 0.590 0.392 2.112  -0.69
C3 0.095 -0.581 -2.099  0.43
C4 -0.585 0.615 -1.435  -0.18
H1 1.162 -0.761 -1.888  0.12
H2 -0.526 1.473 -2.111  0.22
H3 1.657 0.559 1.992  0.24
H4 -0.462 -1.692 1.225  0.36
H5 -1.636 0.363 -1.237  0.22
H6 0.107 1.268 2.535  0.24
H7 0.446 -0.437 2.833  0.23

Its max |F| is 0.024 Eh/bohr. Its SMILES is [H]/N=C(\C)OCC=O. As for the frontier orbital gap: 10.469 eV. The value obtained for the HOMO energy is -9.654 eV. As for the energy relative to the best compared isomer or geometry (same formula, charge and spin): 1.534 eV.

=====

Number 1 is which compound? C6H9NO